Entry 1:
Computed, not measured: C48H77AsF6N3O18S6 as an isolated structure, with ωB97M-V/def2-TZVPD.

Atoms and positions in Å:
As1 0.30568 -0.19257 -0.10186
S1 6.02835 -2.11529 1.68977
S2 3.50574 0.05870 -4.89096
S3 -4.10667 -4.82385 1.64325
S4 -2.84321 2.31436 -6.91462
S5 1.28079 2.12931 5.08961
S6 2.09038 -5.40833 2.99269
F1 0.55132 1.49952 0.13941
F2 -1.29013 0.02927 0.52795
F3 1.87008 -0.36499 -0.77351
F4 -0.33414 0.08211 -1.68937
F5 -0.01043 -1.87990 -0.30816
F6 0.90186 -0.51390 1.48394
O1 -4.71145 -4.34098 -2.90610
O2 2.49344 -4.31091 3.83865
O3 -5.83527 2.62745 6.60704
O4 -7.87274 -0.48429 1.09777
O5 -3.25161 1.46153 -8.00257
O6 4.17503 0.81212 -5.90784
O7 -5.27429 -3.88072 -4.93004
O8 2.49316 -6.75315 3.30468
O9 1.69701 0.78941 5.40391
O10 -4.67257 1.10880 7.61163
O11 -5.53654 -4.98520 1.75658
O12 7.17798 -2.72331 2.30888
O13 5.43319 -2.71474 0.52381
O14 -6.48816 1.06714 1.66394
O15 -3.24334 -5.98239 1.61778
O16 0.01275 2.59420 5.59564
O17 -2.15919 3.55876 -7.14283
O18 2.40039 -0.80241 -5.22930
N1 -4.44080 -3.99936 -4.04489
N2 -6.86027 0.17586 0.92839
N3 -4.93326 1.80506 6.64536
C1 -4.16775 1.55630 -4.75643
C2 -3.07360 -3.58687 -4.34205
C3 -6.51348 -1.06648 -1.17867
C4 -4.73670 0.26347 -0.30875
C5 -5.72376 -1.35864 -2.27838
C6 4.42506 -0.63032 -2.50563
C7 4.33428 -0.38334 2.68848
C8 0.31722 -5.30571 2.73010
C9 5.40083 5.25225 0.29154
C10 -2.24434 0.62711 4.36095
C11 4.01713 0.85865 -2.41101
C12 -1.00329 -2.71978 -3.54678
C13 -2.70074 1.13750 3.14563
C14 4.80513 -1.79656 2.96864
C15 -2.91200 -2.58544 0.83983
C16 3.02298 4.93938 -0.57158
C17 6.35693 -0.36756 1.31247
C18 2.38223 3.55896 3.13455
C19 3.36969 3.47642 4.29823
C20 -4.21687 2.66210 -5.79429
C21 -4.45020 -0.82950 -2.40969
C22 1.26684 -4.72151 0.53719
C23 5.60166 0.42099 2.38025
C24 -1.53128 -2.64461 -5.89903
C25 -2.67305 1.46820 -4.38743
C26 -3.77145 -3.69879 0.27055
C27 -4.55891 2.17496 4.24134
C28 1.99998 4.00325 -1.19248
C29 4.41678 4.35922 -0.44573
C30 2.52119 3.37628 5.54712
C31 5.06345 5.53481 1.75263
C32 -2.19321 -3.38712 -3.29551
C33 4.71958 -0.87470 -3.96776
C34 -3.82719 1.94064 3.09388
C35 0.59839 4.59634 -1.25594
C36 -0.65687 -2.37532 -4.84547
C37 -3.93738 -0.02941 -1.40048
C38 0.18133 -4.34593 1.55424
C39 2.56548 -5.01171 1.28119
C40 -2.72859 -3.30096 -5.64685
C41 -2.96210 0.87780 5.50912
C42 -3.52090 -3.72987 2.95560
C43 -4.12665 1.61988 5.43025
C44 -1.95200 1.29567 -5.72310
C45 -6.04680 -0.15303 -0.24051
C46 -3.28659 -2.38260 2.30697
C47 1.45918 2.34851 3.30879
C48 3.00218 1.06235 -3.51648
H1 -2.09202 0.97789 2.26491
H2 -2.53713 -3.57596 -2.29021
H3 4.89917 1.49070 -2.57399
H4 4.02348 -2.55115 3.01184
H5 -2.64653 0.42886 6.43997
H6 1.41445 -3.92392 -0.18795
H7 3.26523 -4.18306 1.31629
H8 5.56234 6.19162 -0.24420
H9 3.80642 0.10126 3.51142
H10 -0.00618 -6.31094 2.43805
H11 3.98967 5.63892 1.90802
H12 -5.44901 2.78537 4.19935
H13 6.38587 4.77081 0.26408
H14 5.41740 4.75107 2.42524
H15 0.51159 2.41570 2.78527
H16 -0.80284 -4.42254 1.10254
H17 -3.43958 -3.47118 -6.44379
H18 7.42765 -0.22607 1.21852
H19 4.78301 4.18100 -1.46373
H20 -2.40502 0.63376 -3.74537
H21 4.03589 4.34150 4.29099
H22 2.04870 0.64606 -3.16553
H23 3.05473 5.86835 -1.15512
H24 -0.88779 1.51101 -5.75954
H25 3.64097 -0.38231 1.84060
H26 -1.84147 -2.79286 0.81040
H27 -3.95040 3.63283 -5.37669
H28 0.13033 4.46001 -0.27629
H29 -6.21017 -1.97979 -3.02123
H30 -4.26371 0.89553 0.43233
H31 0.27200 -1.86621 -5.08029
H32 5.39107 -1.83552 3.88816
H33 5.24954 -0.84682 -1.82717
H34 -4.77431 -3.31424 0.06198
H35 1.77829 4.46781 3.22312
H36 5.83068 -0.26195 0.36149
H37 -4.48451 0.60848 -5.19731
H38 -4.80797 1.83875 -3.92263
H39 0.32294 -3.34462 1.97439
H40 3.59382 -1.21853 -2.11028
H41 5.72259 -0.47612 -4.14605
H42 -5.10276 2.77792 -6.41725
H43 4.39167 3.35835 0.00552
H44 1.97651 3.02852 -0.70209
H45 -1.31081 -2.31971 -6.90664
H46 -0.32230 -2.54688 -2.72345
H47 4.02490 2.60521 4.19866
H48 3.05909 -5.93827 0.99388
H49 2.85460 3.54999 2.15460
H50 6.22575 0.48333 3.27639
H51 5.53290 6.46577 2.07429
H52 -3.51423 -4.30298 -0.59522
H53 -7.49764 -1.49517 -1.05418
H54 -2.12733 0.27430 -6.06779
H55 -4.10877 -1.66929 2.44022
H56 -0.03949 4.12432 -1.99905
H57 -4.15968 -3.78229 3.82849
H58 4.76772 -1.89460 -4.34565
H59 1.97045 4.29100 5.73930
H60 0.64636 5.67237 -1.43819
H61 -4.18796 2.30937 2.14456
H62 -2.38210 2.41965 -3.93568
H63 2.33921 3.73928 -2.20580
H64 2.05105 1.48361 3.00804
H65 0.93286 -5.61238 0.00176
H66 -2.45926 -1.85340 2.78756
H67 -2.91388 0.31835 -1.45110
H68 5.37291 1.43138 2.03882
H69 -2.54034 -4.15767 3.17545
H70 2.60057 5.27159 0.38775
H71 -0.19249 -5.08652 3.66434
H72 -2.94961 -1.72715 0.17681
H73 -3.83605 -1.07437 -3.26796
H74 3.04872 2.94381 6.39406
H75 3.61712 1.09318 -1.42873
H76 -1.28505 0.12726 4.38828
H77 2.69322 2.07594 -3.76961

Forces on atoms 1 to 6 (eV/Å):
As -0.7 0.1 0.1
S 0.0 0.3 0.6
S 0.1 -0.3 0.6
S -0.2 0.4 0.4
S 0.0 -0.2 0.9
S -0.6 0.7 -0.1

Computed properties:
Orbital gap   8.914 eV
Spin multiplicity   1
LUMO level   0.81 eV
Electronic energy   -234503.4179 eV
Total charge   -1
Highest occupied orbital energy   -8.101 eV

Here are the Löwdin charges for atoms 1 to 6, given in e: 0.6939, 0.6688, 0.6633, 0.6768, 0.6642, 0.6593

***

Entry 2:
Computed, not measured: an isolated molecule of C6H11NO, with ωB97M-V/def2-TZVPD.

Atoms and positions in Å:
O1 1.58027 -1.04371 -1.10973
N1 -0.53450 -0.03987 -1.53948
C1 0.17373 -0.37946 0.74200
C2 0.93980 -1.03951 1.62992
C3 -2.29282 0.52295 0.62067
C4 1.42162 1.29267 -0.68801
C5 0.71105 -0.05211 -0.64424
C6 -1.30436 -0.37608 0.88334
H1 -2.29591 1.19988 -0.22260
H2 -1.59031 -1.00810 1.73266
H3 -1.07291 -0.89874 -1.57273
H4 0.53394 -1.45197 2.54802
H5 -3.16957 0.53627 1.26468
H6 1.75344 1.52577 -1.70609
H7 1.98189 -1.26498 1.41599
H8 2.31763 1.26133 -0.05565
H9 0.78321 2.10294 -0.32511
H10 -0.93692 0.89193 -1.61403
H11 1.00072 -1.77923 -1.35960

Forces on atoms 1 to 6 (eV/Å):
O 0.0 -0.3 -0.1
N 3.1 0.8 -0.4
C 0.0 -1.9 -0.7
C -0.4 0.3 -0.4
C 0.9 -1.0 -0.2
C 0.2 0.0 -0.3

Computed properties:
Relative energy (zero: lowest compared OMol25 entry of this formula, charge and spin)   66.8 kcal/mol
Orbital gap   9.370 eV
SMILES   C=CC(=C)[C@](C)(N)O
Spin multiplicity   1
LUMO level   0.70 eV
Electronic energy   -9935.5594 eV
Highest occupied orbital energy   -8.675 eV

Here are the Löwdin charges for atoms 1 to 6, given in e: -0.0019, 0.0566, -0.2505, 0.0843, 0.0165, -0.0090

***

Entry 3:
Computed, not measured: C4H9N3 as an isolated structure, with ωB97M-V/def2-TZVPD.

Atoms and positions in Å:
N1 0.81366 -1.03064 -1.67004
N2 0.09805 -1.27656 0.56585
N3 0.63789 1.88860 0.62788
C1 -1.34880 0.90947 -0.67414
C2 -0.10359 1.05778 0.09720
C3 0.02562 -0.93660 1.81903
C4 0.88101 -0.60566 -0.32635
H1 -1.11020 0.89274 -1.74487
H2 -0.67208 -1.47738 2.44514
H3 1.86141 -0.23424 -0.02288
H4 0.80540 -0.37012 2.33041
H5 0.03213 -1.64880 -1.84669
H6 0.23726 2.52012 1.32271
H7 1.68157 -1.41072 -2.02136
H8 -1.82904 -0.03358 -0.42871
H9 -2.01027 1.75561 -0.47319

Forces on atoms 1 to 6 (eV/Å):
N 0.1 0.0 -0.2
N -1.3 -0.4 2.4
N 0.0 -0.3 1.9
C -0.8 0.6 0.7
C 2.3 -2.3 -3.2
C 1.0 -1.6 -1.1

Computed properties:
Relative energy (zero: lowest compared OMol25 entry of this formula, charge and spin)   83.6 kcal/mol
Orbital gap   8.196 eV
Spin multiplicity   1
LUMO level   0.83 eV
Electronic energy   -8760.9002 eV
Highest occupied orbital energy   -7.370 eV

Here are the Löwdin charges for atoms 1 to 6, given in e: 0.0433, -0.0405, 0.1199, -0.0665, -0.3129, -0.0607